No. 1
This record from the Open Molecules 2025 dataset describes the ion C3H4N3 with charge +1 at a distorted geometry. The level of theory is ωB97M-V/def2-TZVPD.

As for the SMILES: C=N/N=C\C#[NH+]. Its HOMO energy is -14.55 eV. The calculation puts the LUMO energy at -5.46 eV. Its total energy is -7633.4116 eV. Its HOMO-LUMO gap is 9.09 eV.

Structure (ORCA input):
```
! RIJCOSX wB97M-V def2-TZVPD def2/J DEFGRID3
* xyz 1 1
C 1.70 0.34 -0.08
H -2.57 1.09 0.29
H -0.11 -2.37 -0.09
H 2.34 0.59 -0.87
N -0.50 1.15 0.06
H 2.31 0.23 0.78
C -1.63 0.61 0.02
N -0.60 -1.47 0.03
N 0.51 0.54 -0.03
C -1.46 -0.71 -0.11
*
```

No. 2
This record from the Open Molecules 2025 dataset describes the ion C3H4N3 with charge +1 at a distorted geometry. The level of theory is ωB97M-V/def2-TZVPD.

Its HOMO energy is -15.86 eV. The calculation puts the LUMO energy at -5.80 eV. Its total energy is -7634.6014 eV. Its HOMO-LUMO gap is 10.07 eV.

Structure (ORCA input):
```
! RIJCOSX wB97M-V def2-TZVPD def2/J DEFGRID3
* xyz 1 1
H -1.48 -1.85 -0.44
H 1.25 1.83 -0.67
N 1.48 -0.18 0.12
H -2.43 0.49 0.53
C 1.02 -1.33 0.13
H 2.51 -0.16 0.34
C -1.46 0.11 0.23
N -0.55 1.12 0.07
N -1.00 -1.01 -0.13
C 0.66 0.98 -0.20
*
```

No. 3
This record from the Open Molecules 2025 dataset describes the ion C3H4N3O2 with charge +1 at a distorted geometry. The level of theory is ωB97M-V/def2-TZVPD.

As for the SMILES: O=[N+]=C/C=N\C=N\O. Its HOMO energy (spin up / spin down) is -13.58 / -14.70 eV. The calculation puts the LUMO energy (spin up / spin down) at -8.11 / -5.78 eV. Its total energy is -11725.8399 eV. Its HOMO-LUMO gap (spin up / spin down) is 5.48 / 8.92 eV.

Structure (ORCA input):
```
! RIJCOSX wB97M-V def2-TZVPD def2/J DEFGRID3
* xyz 1 1
H 2.88 -2.15 -0.83
O -2.24 -2.21 0.38
H -2.58 0.46 -1.07
N -2.31 -1.20 -0.16
N 1.52 -1.04 -0.31
O 2.72 -1.49 -0.11
C -1.95 -0.07 -0.42
H 1.89 0.11 1.29
N 0.15 0.73 0.51
H -1.36 1.97 0.25
C 1.14 -0.12 0.49
C -1.00 0.99 0.23
*
```

No. 4
This record from the Open Molecules 2025 dataset describes an isolated molecule of C3H4N4 at a distorted geometry. The level of theory is ωB97M-V/def2-TZVPD.

As for the SMILES: Nc1cncnn1. Its HOMO energy is -8.94 eV. The calculation puts the LUMO energy at -0.42 eV. Its total energy is -9132.1333 eV. Its HOMO-LUMO gap is 8.52 eV.

Structure (ORCA input):
```
! RIJCOSX wB97M-V def2-TZVPD def2/J DEFGRID3
* xyz 0 1
N 0.30 -0.91 -1.61
N -0.31 1.89 0.22
N 0.44 -1.35 0.73
C -0.30 -0.26 0.96
H -0.17 1.38 1.34
N -0.41 0.18 -1.42
H 1.48 -2.34 -0.77
C 0.83 -1.52 -0.53
C -0.41 0.64 -0.17
H -1.08 -0.38 1.71
H -0.37 2.67 -0.46
*
```

No. 5
This record from the Open Molecules 2025 dataset describes an isolated molecule of C3H4N4 at a distorted geometry. The level of theory is ωB97M-V/def2-TZVPD.

As for the SMILES: Nc1nccnn1. Its HOMO energy is -9.12 eV. The calculation puts the LUMO energy at -0.16 eV. Its total energy is -9133.9942 eV. Its HOMO-LUMO gap is 8.96 eV.

Structure (ORCA input):
```
! RIJCOSX wB97M-V def2-TZVPD def2/J DEFGRID3
* xyz 0 1
N -0.28 1.14 -1.24
C -0.81 -1.09 -0.69
H 1.44 0.97 2.21
N -0.23 -1.06 0.55
C 0.42 0.06 0.79
N 1.17 0.04 1.81
H -1.47 -1.87 -0.81
H -1.52 -0.18 -2.31
C -0.90 -0.10 -1.49
N 0.52 1.12 -0.14
H 1.10 -0.86 2.36
*
```

No. 6
This record from the Open Molecules 2025 dataset describes an isolated molecule of C3H4N4 at a distorted geometry. The level of theory is ωB97M-V/def2-TZVPD.

As for the SMILES: C=Cn1ncnn1. Its HOMO energy is -9.69 eV. The calculation puts the LUMO energy at 0.00 eV. Its total energy is -9132.5139 eV. Its HOMO-LUMO gap is 9.69 eV.

Structure (ORCA input):
```
! RIJCOSX wB97M-V def2-TZVPD def2/J DEFGRID3
* xyz 0 1
C -1.93 -0.56 -0.34
N -0.65 -0.78 -0.07
H 1.26 -1.15 1.34
C 1.18 0.58 -0.17
H 2.88 -0.47 0.92
H -2.57 -1.24 -0.01
N -2.24 0.69 -0.75
N -1.03 1.31 -0.89
N -0.17 0.37 -0.29
C 1.73 -0.24 0.75
H 1.53 1.49 -0.48
*
```

Q: Among the records above, which one has the highest total energy?
A: number 1

Repeat the fourth record exactly.
This record from the Open Molecules 2025 dataset describes an isolated molecule of C3H4N4 at a distorted geometry. The level of theory is ωB97M-V/def2-TZVPD.

As for the SMILES: Nc1cncnn1. Its HOMO energy is -8.94 eV. The calculation puts the LUMO energy at -0.42 eV. Its total energy is -9132.1333 eV. Its HOMO-LUMO gap is 8.52 eV.

Structure (ORCA input):
```
! RIJCOSX wB97M-V def2-TZVPD def2/J DEFGRID3
* xyz 0 1
N 0.30 -0.91 -1.61
N -0.31 1.89 0.22
N 0.44 -1.35 0.73
C -0.30 -0.26 0.96
H -0.17 1.38 1.34
N -0.41 0.18 -1.42
H 1.48 -2.34 -0.77
C 0.83 -1.52 -0.53
C -0.41 0.64 -0.17
H -1.08 -0.38 1.71
H -0.37 2.67 -0.46
*
```